Below is a single C2H3NO2S molecule in a non-equilibrium geometry, with properties calculated with ωB97M-V with the def2-TZVPD basis set.

Last column: Löwdin charge in e.
Positions of all 9 atoms, in Å:
1 O 2.3968 -0.7134 1.1320  0.099
2 C 1.5092 0.0720 0.9388  -0.292
3 N 0.4405 -0.1214 0.1311  -0.194
4 O 0.3555 -1.2579 -0.6414  0.042
5 C -0.5530 0.8074 0.0811  -0.606
6 S -1.9636 0.6152 -0.7599  0.687
7 H 1.4631 1.0287 1.5178  0.151
8 H -0.5090 -1.1397 -1.1038  0.042
9 H -0.3764 1.6119 0.7821  0.071

Output
Charge = 0
Largest force on an atom = 2.6 eV/A
HOMO-LUMO gap = 9.20 eV

Below is a molecular structure, C2H3NO2S in a non-equilibrium geometry, with properties calculated with ωB97M-V with the def2-TZVPD basis set.

Last column: Löwdin charge in e.
Positions of all 9 atoms, in Å:
1 C -0.7885 -0.0662 -0.4925  -0.351
2 C 0.4860 0.1696 0.2325  -0.487
3 N -1.1507 -1.9619 -0.3287  0.050
4 O -1.6241 0.5357 -1.0440  0.138
5 O -0.2163 -2.6033 0.0889  -0.059
6 S 1.1757 1.8788 0.0253  0.747
7 H 1.4974 -0.3175 -0.2214  0.126
8 H 0.4494 -0.0733 1.2534  0.054
9 H 0.1711 2.4382 0.4864  -0.218

Output
Charge = 0
Largest force on an atom = 4.7 eV/A
HOMO-LUMO gap = 7.71 eV

Below is 2 unconnected molecules or ions with the total composition C2H3NO2S in a non-equilibrium geometry, with properties calculated with ωB97M-V with the def2-TZVPD basis set.

Last column: Löwdin charge in e.
Positions of all 9 atoms, in Å:
1 C -1.0877 1.1338 0.0339  -0.607
2 C -0.0679 0.1820 0.0253  -0.129
3 N -2.8873 -1.0257 0.1634  -0.322
4 O -1.9980 -1.8735 0.1020  -0.104
5 O -4.0798 -1.2084 0.1653  -0.037
6 S -2.1169 2.2770 0.1024  0.903
7 H -0.5386 -0.8402 -0.0017  0.071
8 H 0.5851 0.3022 -0.8367  0.110
9 H 0.5286 0.2550 0.9375  0.116

Output
Charge = 0
Largest force on an atom = 2.8 eV/A
HOMO-LUMO gap (spin up / spin down) = 6.83 / 5.56 eV

We obtain relative energy (zero: lowest compared OMol25 entry of this formula, charge and spin) values of 58.6; 111.9; 146.2 kcal per mole for the records listed above, in that order.
We obtain molecular weight values of 105.12; 105.12; 105.12 g mol⁻¹ for the records listed above, in that order.